[1]
C22H39Br2N5NbO | wB97M-V/def2-TZVPD

The geometry in XYZ format:
```
70
Properties=species:S:1:pos:R:3:forces:R:3
C -0.86269 -5.61517 1.32481 -0.3 1.3 0.3
C -1.82043 -5.04327 0.81025 -0.6 0.7 0.8
C -3.08481 -4.19823 0.38591 1.3 -2.2 -0.1
Nb -2.49809 -2.36435 -0.88910 1.6 0.3 2.0
Br -0.41623 -3.60955 -1.90193 -0.6 0.0 0.0
C -4.33546 -1.18951 -0.28384 -0.7 -0.2 -0.2
C -5.66727 -2.00099 0.02030 -0.7 2.9 0.9
C -6.88708 -0.93410 -0.08711 -0.4 -0.3 -0.5
Br -6.11789 -3.43937 -1.25980 0.1 0.2 0.7
N -1.90095 -0.63364 -2.11357 -0.9 -1.5 -3.9
C -2.00433 -0.95158 -3.33076 0.6 0.3 2.2
O -2.01628 -1.25650 -4.48678 -0.1 0.8 1.6
N -1.48882 -1.55238 0.76816 0.0 -0.4 -2.3
C -0.07175 -1.91338 0.97772 1.2 1.3 1.4
C 0.85922 -0.94963 0.12477 0.5 1.0 0.8
C 2.37845 -0.91056 0.66275 -1.2 -0.3 -0.6
H 0.04690 -5.76628 1.95421 -1.4 -0.2 -1.3
H -3.73283 -4.91532 -0.20981 0.6 0.9 0.7
H -3.61543 -3.91371 1.33916 0.5 -0.2 -1.0
H -3.43412 -2.95867 -2.33114 -0.1 0.3 -0.1
H -4.57529 -0.40909 -1.08195 0.4 -1.1 0.8
H -4.07158 -0.58792 0.65104 -0.4 -0.9 -1.0
H -5.69087 -2.34214 1.10440 0.3 -0.3 -1.7
H -7.55815 -1.22534 -0.95953 0.8 0.5 1.2
H -6.52346 0.11520 -0.29368 -0.2 -1.2 0.3
H -7.51986 -0.89718 0.84605 0.6 -0.2 -0.9
H -1.55144 -0.52592 0.70192 0.0 -0.4 0.5
H 0.16610 -1.64539 2.07085 -0.1 -0.4 -1.2
H 0.17935 -3.00695 0.90020 -0.6 1.1 -0.4
H 0.46531 0.10675 0.31983 0.3 -1.3 -0.3
H 0.80501 -1.09314 -0.98889 0.0 -0.2 1.2
H 2.82760 0.11872 0.51524 -0.5 -1.3 0.3
H 2.31996 -1.16709 1.76293 0.5 0.3 -1.3
H 2.97218 -1.65794 0.06276 -0.4 0.7 1.0
C -1.49620 1.27870 -7.12250 0.1 0.1 0.1
C -3.00157 1.39989 -6.92691 0.3 -0.1 0.2
C -3.76472 1.59056 -8.23993 -0.2 -0.1 0.3
C -3.41857 2.84798 -8.90774 0.0 0.0 -0.2
N -3.13829 3.83179 -9.43290 -0.1 -0.1 0.1
H -1.07359 2.18880 -7.55637 0.0 0.0 0.0
H -1.00525 1.11059 -6.16230 0.0 -0.1 -0.1
H -1.25309 0.43967 -7.77924 0.0 0.0 0.1
H -3.21114 2.22962 -6.24570 -0.1 0.0 -0.1
H -3.36453 0.48984 -6.44103 0.0 0.1 -0.1
H -4.83801 1.58506 -8.03102 0.0 0.1 -0.1
H -3.56812 0.74978 -8.91060 0.1 0.1 -0.1
C 4.48107 3.47390 2.23400 0.0 -0.1 -0.1
C 3.21215 4.30463 2.38464 0.3 0.0 -0.2
C 2.28666 3.79338 3.49130 -0.1 0.3 -0.2
C 1.77126 2.45252 3.20548 0.0 -0.1 0.1
N 1.37604 1.39681 2.98167 0.0 0.2 0.1
H 4.25450 2.44364 1.94885 0.0 0.0 0.1
H 5.11980 3.89925 1.45681 0.0 0.0 0.1
H 5.04967 3.45499 3.16732 0.0 0.0 0.0
H 2.67961 4.32616 1.42973 -0.1 0.0 0.1
H 3.49460 5.33662 2.61516 -0.2 0.0 0.0
H 1.44390 4.48211 3.59626 0.0 -0.2 0.0
H 2.81493 3.79075 4.44895 0.0 -0.1 0.0
C 5.41039 1.68698 5.72131 -0.1 0.0 0.0
C 5.68534 0.19835 5.88933 -0.1 0.2 0.2
C 6.47201 -0.40262 4.72253 0.0 -0.2 0.3
C 5.72636 -0.34495 3.46309 0.1 0.0 -0.2
N 5.14143 -0.29178 2.47506 0.2 0.1 0.2
H 4.79192 1.88178 4.84234 0.1 -0.1 0.0
H 4.87756 2.07276 6.59344 0.0 0.0 -0.1
H 6.34272 2.24868 5.61764 0.0 0.0 0.0
H 4.73709 -0.33133 6.01595 0.1 0.0 -0.1
H 6.25844 0.04978 6.80959 0.0 -0.1 -0.1
H 6.70248 -1.44680 4.95042 0.0 0.0 -0.2
H 7.42821 0.11573 4.60999 -0.1 0.0 -0.1
```
Positions in Å, forces in eV/Å.

Calculated values
Net charge = -1
F_max = 4.3 eV/A
Molecular weight = 642.3 g mol⁻¹
DFT total energy = -174576.947 eV

Atom charges from the natural (NBO) analysis, given in e for atoms 1 to 8: number 1, C, carries -0.380; number 2, C, carries 0.046; number 3, C, carries -0.929; number 4, Nb, carries 1.673; number 5, Br, carries -0.361; number 6, C, carries -0.867; number 7, C, carries -0.241; number 8, C, carries -0.635

[2]
C39H28BrCdN7P2S2Se2 | wB97M-V/def2-TZVPD

The geometry in XYZ format:
```
82
Properties=species:S:1:pos:R:3:forces:R:3
Cd 0.19241 -1.91125 2.97868 0.2 0.3 0.3
S 0.18836 -1.12239 5.50091 -0.1 -0.1 -0.3
C 1.78689 -0.43408 5.55135 0.1 -0.1 -0.5
C 2.12209 0.09422 6.83263 0.2 0.2 0.5
N 2.34996 0.50487 7.88734 0.0 0.0 -0.1
C 2.72517 -0.35114 4.55012 -0.5 -0.1 0.1
S 2.60307 -0.87077 2.89315 -0.3 -0.1 0.0
C 3.98856 0.22328 4.87566 0.5 0.2 0.2
N 5.02899 0.66167 5.11690 -0.1 0.0 0.0
Se -2.50389 -0.37647 -3.88491 -0.2 -0.1 -0.1
P -0.56397 -0.00214 -3.14950 -0.1 0.5 -0.2
C -0.11550 1.71210 -3.58414 0.0 0.1 0.3
C 0.24294 2.65236 -2.63101 0.0 -0.3 -0.2
C 0.48167 3.96980 -2.99607 0.1 0.1 -0.1
C 0.35588 4.35283 -4.32046 0.0 0.0 0.1
C 0.01450 3.41025 -5.28535 0.0 0.0 0.0
C -0.21697 2.09698 -4.92145 0.0 -0.1 0.0
C 0.74945 -0.92365 -4.01701 0.0 0.0 0.0
C 2.08058 -0.64999 -3.71454 0.0 0.0 0.0
C 3.09352 -1.30047 -4.39832 0.0 0.0 0.0
C 2.78055 -2.21682 -5.39404 0.0 -0.1 0.0
C 1.45446 -2.48361 -5.70104 0.1 0.0 0.0
C 0.43819 -1.83834 -5.01034 -0.1 0.0 0.0
C -0.31544 -0.42003 -1.42245 0.1 -0.5 -0.1
C -0.24798 -0.05935 -0.06552 0.0 -0.1 0.0
N -0.17480 -1.22149 0.62096 0.0 0.4 0.1
N -0.21283 -2.22686 -0.22718 0.0 0.0 -0.1
N -0.29565 -1.77700 -1.45571 0.1 0.0 0.2
P -0.25256 1.49466 0.83524 -0.2 0.3 0.1
Se -0.59859 1.55925 2.90812 0.2 -0.1 0.0
C 1.32663 2.31054 0.45257 0.0 -0.1 0.1
C 1.54914 3.59953 0.93214 0.0 -0.1 -0.1
C 2.77539 4.20955 0.72674 0.0 0.0 0.0
C 3.78849 3.52494 0.06851 0.1 0.0 0.0
C 3.58215 2.22805 -0.37500 0.0 0.0 0.0
C 2.35277 1.61760 -0.18066 0.0 0.0 0.1
C -1.63639 2.38869 0.04954 -0.1 -0.1 0.0
C -1.61332 3.70774 -0.37926 0.0 -0.1 0.1
C -2.78968 4.31955 -0.79095 0.0 0.1 0.0
C -3.98498 3.61955 -0.76851 -0.1 0.0 0.0
C -4.01223 2.29643 -0.34241 0.0 0.0 0.0
C -2.84226 1.68334 0.06530 0.1 0.1 -0.1
H 0.33751 2.34676 -1.60326 0.0 0.1 -0.2
H 0.76770 4.69534 -2.24383 0.0 0.0 0.0
H 0.52281 5.38470 -4.60528 0.0 0.0 0.0
H -0.07739 3.70744 -6.32298 0.0 0.0 0.0
H -0.49803 1.35651 -5.66053 0.0 0.0 0.0
H 2.31973 0.07192 -2.94118 0.0 0.0 0.0
H 4.12931 -1.09859 -4.15496 0.0 0.0 0.0
H 3.57298 -2.72982 -5.92582 0.0 0.0 0.0
H 1.20946 -3.19901 -6.47642 0.0 0.0 0.0
H -0.60479 -2.03919 -5.22485 0.0 0.0 0.0
H 0.76666 4.09096 1.49746 0.0 0.0 0.0
H 2.94782 5.21279 1.09600 0.0 0.0 0.0
H 4.75370 3.99626 -0.07280 0.0 0.0 0.0
H 4.38125 1.68674 -0.86563 0.0 0.0 0.1
H 2.18955 0.59407 -0.49328 0.0 0.0 0.0
H -0.67905 4.25594 -0.38892 -0.1 0.0 0.0
H -2.77006 5.34668 -1.13532 0.0 0.0 0.0
H -4.90131 4.10292 -1.08615 0.0 0.0 0.0
H -4.94332 1.74371 -0.33084 0.0 0.0 0.0
H -2.84414 0.65689 0.41646 -0.1 0.0 0.0
N -4.56772 -1.02847 3.28681 0.1 -0.1 0.0
C -4.54254 -2.24823 2.64488 0.0 -0.1 0.0
C -3.22545 -2.50408 2.40425 -0.1 0.0 0.0
N -2.45855 -1.46954 2.87824 0.2 -0.1 0.0
C -3.28230 -0.60484 3.40291 -0.1 0.0 0.1
H -5.38465 -0.55061 3.61367 0.0 0.1 0.0
H -5.43896 -2.80410 2.43144 0.0 0.0 0.0
H -2.77171 -3.35378 1.91940 0.0 0.0 0.0
H -3.00176 0.33077 3.86015 0.0 -0.1 0.0
Br -0.32342 -8.80982 2.96223 0.0 0.1 0.0
C -0.20697 -6.88510 2.94208 0.0 -0.3 0.0
C -0.67037 -6.17615 4.03155 0.0 0.1 0.0
C -0.57281 -4.78682 4.00097 0.0 0.0 0.0
C -0.03497 -4.08465 2.91727 -0.1 -0.2 -0.2
C 0.40435 -4.86516 1.84061 0.0 0.0 0.0
C 0.33297 -6.25642 1.83807 0.0 0.1 0.0
H -1.08680 -6.68836 4.88977 0.0 0.0 0.0
H -0.92306 -4.23912 4.87191 0.0 0.0 0.0
H 0.80129 -4.37686 0.95777 0.0 0.0 0.0
H 0.69823 -6.83367 0.99817 0.0 0.0 0.0
```
Positions in Å, forces in eV/Å.

Calculated values
Net charge = -2
F_max = 0.5 eV/A
ΔE to the lowest compared entry with this formula, charge and spin = 17.27 kcal/mol
Molecular weight = 1071.0 g mol⁻¹
DFT total energy = -296879.049 eV

Atom charges from the Löwdin analysis, given in e for atoms 1 to 8: number 1, Cd, carries 1.045; number 2, S, carries 0.370; number 3, C, carries -0.832; number 4, C, carries -0.353; number 5, N, carries 0.114; number 6, C, carries -0.829; number 7, S, carries 0.386; number 8, C, carries -0.350

[3]
C4H38N2O15 | wB97M-V/def2-TZVPD

The geometry in XYZ format:
```
59
Properties=species:S:1:pos:R:3:forces:R:3
O -2.83173 -1.37511 3.05365 -0.3 0.3 0.1
C -1.72439 -1.80840 2.89056 0.9 -0.4 -0.4
C -0.63960 -0.96734 2.15422 0.1 0.2 1.7
C -0.95720 -0.94397 0.67925 -0.8 2.7 -0.8
C -0.00620 -0.14138 -0.28260 0.6 -0.2 1.6
N 0.84457 -1.05001 -1.08553 -0.8 1.0 0.0
N -0.64212 0.37155 2.86813 1.2 -1.0 -1.5
H -1.47936 -2.83461 3.24101 0.1 0.3 -0.2
H 0.36591 -1.35686 2.31298 0.0 -0.5 0.3
H -1.26164 -1.84952 0.16463 0.1 -0.3 0.5
H -1.83523 -0.28651 0.68644 -0.4 -0.5 -0.1
H -0.64155 0.56158 -0.85819 0.7 -0.6 -0.2
H 0.68051 0.50263 0.34286 -0.6 -0.4 -0.8
H 1.43894 -1.54065 -0.43174 0.2 -0.3 -0.1
H 0.22648 -1.73704 -1.50369 0.1 -0.2 0.0
H -1.53603 0.55530 3.27763 -0.6 0.3 -0.2
H -0.37318 1.08234 2.17938 -0.6 0.0 0.5
H 3.36352 0.95545 -3.05846 -0.5 0.4 0.0
H 1.87048 1.28183 -3.07118 -0.2 -0.2 -0.2
O 2.73485 1.69983 -2.97614 0.5 -0.5 -0.3
H -3.66122 -1.94657 -1.62042 -0.2 -0.1 0.0
H -3.44549 -0.84269 -0.62551 -0.6 0.6 0.6
O -3.01450 -1.60535 -0.99926 0.3 -0.7 -1.0
H -1.75618 -3.34714 -2.54141 -1.1 -0.3 1.3
H -0.51028 -3.46185 -2.99478 1.2 -0.9 0.8
O -0.96109 -3.76104 -2.17265 0.0 1.2 -2.1
H -4.13548 -0.36510 1.72378 0.0 -0.1 0.1
H -4.85422 0.70585 0.89901 -0.1 0.1 0.0
O -4.69585 -0.24019 0.94536 0.2 0.0 -0.1
H 3.32916 -0.53256 0.08959 -0.9 0.0 -1.0
H 4.21846 0.50359 0.19260 0.3 1.3 -0.4
O 3.47564 0.30848 -0.39612 0.9 -1.3 1.9
H 3.80128 -2.24783 2.55294 -0.3 -0.4 0.9
H 2.68213 -3.46596 2.46020 0.2 0.3 0.7
O 3.26681 -2.83975 2.03021 0.0 0.2 -1.7
H -1.84494 4.78467 -0.13629 -0.3 0.1 0.5
H -1.21758 4.19142 1.08123 -0.4 0.2 -0.1
O -2.05389 4.63634 0.80309 0.2 -0.1 -0.7
H -3.43116 2.85331 -1.47846 0.1 0.1 0.0
H -2.99807 2.06670 -2.72709 0.1 0.1 0.0
O -3.67889 2.12359 -2.05396 -0.2 -0.2 0.1
H 2.35723 2.10321 -1.30446 0.4 0.6 0.1
H 2.89302 3.50266 -0.83649 -0.2 -0.3 -0.2
O 2.26254 2.80256 -0.62657 -0.2 0.4 0.6
H 0.05724 -3.03137 1.17304 0.0 1.1 -0.6
H 0.04822 -4.46297 0.71873 0.0 0.0 0.0
O 0.07742 -3.90920 1.50626 0.2 -1.3 0.5
H 0.56819 3.23207 2.07777 -0.2 0.2 -0.5
H 1.03168 3.29818 0.63386 -0.1 0.0 -0.5
O 0.24697 3.46986 1.17987 0.5 -0.4 0.8
H 3.89501 -0.84065 -1.92972 0.0 0.5 0.5
H 2.39518 -0.93087 -2.38928 0.6 -0.2 0.5
O 3.28516 -1.34104 -2.45697 -0.5 -0.6 -1.4
H 1.13408 1.95078 3.98209 0.2 1.4 -0.3
H 1.64796 1.39730 2.82696 0.4 1.4 -0.6
O 1.59859 2.32560 3.18673 -0.4 -2.9 1.3
H 0.50403 1.25280 -4.77200 -0.5 -0.3 -0.1
H -0.49563 0.08774 -4.34688 -0.2 0.3 -0.2
O 0.38142 0.45634 -4.23820 0.7 0.1 0.3
```
Positions in Å, forces in eV/Å.

Calculated values
F_max = 3.2 eV/A
ΔE to the lowest compared entry with this formula, charge and spin = 137.20 kcal/mol
Molecular weight = 354.3 g mol⁻¹
DFT total energy = -38456.369 eV

Atom charges from the natural (NBO) analysis, given in e for atoms 1 to 8: number 1, O, carries -0.560; number 2, C, carries 0.463; number 3, C, carries -0.151; number 4, C, carries -0.482; number 5, C, carries -0.221; number 6, N, carries -0.857; number 7, N, carries -0.880; number 8, H, carries 0.147

Which value of molecular weight does entry 1 give?
642.3 g mol⁻¹

The highest DFT total energy belongs to which entry?
C4H38N2O15

molecular weight of number 2 (C39H28BrCdN7P2S2Se2)?
1071.0 g mol⁻¹